Record 1
ORCA calculation (ωB97M-V with the def2-TZVPD basis set) on a 11-piece molecular cluster, C44H66O33 overall at a distorted geometry.

Its SMILES is C[C@H]1COC(=O)O1.C[C@H]1COC(=O)O1.C[C@H]1COC(=O)O1.C[C@H]1COC(=O)O1.C[C@H]1COC(=O)O1.C[C@H]1COC(=O)O1.C[C@H]1COC(=O)O1.C[C@H]1COC(=O)O1.C[C@H]1COC(=O)O1.C[C@H]1COC(=O)O1.C[C@H]1COC(=O)O1. The largest force on an atom comes out at 0.118 Eh/bohr. The energy above the lowest of the compared OMol25 structures with the same formula, charge and spin is 223.4 kcal per mole. Its HOMO energy is -10.6 eV. For the orbital gap, the calculation gives 10.38 eV. The electronic energy comes out at -4199.01128 a.u.

Atoms and positions in Å:
C (3.47973, 4.29312, -2.37360)
C (2.03854, 3.65697, -2.45931)
C (0.93853, 4.49720, -3.04181)
O (0.27928, 3.58589, -3.90941)
C (1.00684, 2.55928, -4.17171)
O (0.73520, 1.69177, -5.07944)
O (2.00696, 2.54547, -3.30421)
H (3.74139, 4.76534, -3.32051)
H (4.16339, 3.48533, -2.11246)
H (3.51060, 4.94904, -1.50360)
H (1.70541, 3.23267, -1.51216)
H (1.33861, 5.38220, -3.53659)
H (0.35512, 4.93379, -2.23118)
C (-0.35489, -1.44325, -6.55846)
C (0.44292, -2.25909, -7.56664)
C (0.12682, -1.80733, -9.04090)
O (1.36034, -1.35893, -9.44770)
C (2.37649, -1.80264, -8.66501)
O (3.59551, -1.70663, -8.89289)
O (1.86325, -2.15428, -7.46019)
H (-0.19439, -1.87907, -5.57236)
H (-1.40879, -1.63948, -6.75567)
H (-0.30876, -0.35429, -6.54661)
H (0.23307, -3.32400, -7.46653)
H (-0.63089, -1.02580, -9.09727)
H (-0.17803, -2.55308, -9.77508)
C (-5.96690, 2.44183, 1.33911)
C (-5.82665, 1.89613, 2.82845)
C (-4.36261, 1.24811, 2.79856)
O (-3.82718, 1.95652, 3.95955)
C (-4.73543, 2.67290, 4.55751)
O (-4.69857, 3.15060, 5.69103)
O (-5.71062, 2.87904, 3.77760)
H (-4.99424, 2.84646, 1.05929)
H (-6.63926, 3.29801, 1.28440)
H (-6.03125, 1.63313, 0.61112)
H (-6.57606, 1.15297, 3.10085)
H (-3.87830, 1.37125, 1.82986)
H (-4.42149, 0.17466, 2.97840)
C (5.30696, -1.49903, -0.64622)
C (4.78803, -2.35529, 0.55740)
C (3.54891, -1.96415, 1.40133)
O (2.60603, -3.16828, 1.31977)
C (3.20101, -4.14263, 0.63705)
O (2.72628, -5.23603, 0.30301)
O (4.30816, -3.52911, -0.01371)
H (5.97870, -2.02231, -1.32669)
H (5.77405, -0.63460, -0.17431)
H (4.42320, -1.27477, -1.24352)
H (5.65094, -2.64049, 1.15919)
H (3.20877, -0.98837, 1.05456)
H (3.65445, -1.82728, 2.47754)
C (4.60242, 1.19914, -4.45753)
C (3.72359, 0.00331, -4.74426)
C (4.58944, -1.29231, -4.74655)
O (3.51912, -1.98532, -4.07065)
C (2.51493, -1.30925, -3.53952)
O (1.59109, -1.75866, -2.82943)
O (2.64364, -0.11698, -3.86638)
H (5.47617, 1.02630, -5.08585)
H (5.14673, 1.03124, -3.52821)
H (4.02467, 2.10642, -4.63403)
H (3.44087, 0.03143, -5.79658)
H (5.51623, -1.30834, -4.17304)
H (4.71424, -1.80718, -5.69914)
C (0.82440, 0.14325, -0.12698)
C (-0.32639, 0.36303, -1.00959)
C (-0.91116, -0.87716, -1.70921)
O (-2.29600, -0.68260, -1.62467)
C (-2.61702, 0.38425, -0.94938)
O (-3.80469, 0.73432, -0.90468)
O (-1.47740, 0.96638, -0.42174)
H (1.78576, 0.42121, -0.55898)
H (0.93042, -0.89031, 0.20258)
H (0.73047, 0.67197, 0.82157)
H (0.24495, 0.93326, -1.74207)
H (-0.67768, -1.83030, -1.23475)
H (-0.67782, -0.92175, -2.77301)
C (-0.77478, -1.76521, 6.89057)
C (-1.35188, -1.56844, 5.47944)
C (-1.81311, -0.24441, 4.97819)
O (-1.12064, 0.02170, 3.79498)
C (-0.05752, -0.71645, 3.74543)
O (0.81082, -0.54006, 2.94236)
O (-0.18815, -1.81662, 4.56889)
H (-1.58590, -1.52730, 7.57874)
H (0.07614, -1.12896, 7.13392)
H (-0.43353, -2.79675, 6.97755)
H (-1.96766, -2.40799, 5.15683)
H (-1.55937, 0.62968, 5.57793)
H (-2.87904, -0.21346, 4.75250)
C (-2.57229, -3.77774, 1.56545)
C (-1.51439, -4.80383, 2.04996)
C (-0.05948, -4.39035, 2.24237)
O (0.17375, -4.73511, 3.57926)
C (-0.79321, -5.51497, 4.06582)
O (-0.64233, -6.22025, 5.03017)
O (-1.92282, -5.41843, 3.27140)
H (-3.49965, -4.28083, 1.29154)
H (-2.08552, -3.34609, 0.69090)
H (-2.87107, -3.15532, 2.40890)
H (-1.44762, -5.59076, 1.29870)
H (0.05649, -3.33827, 1.98204)
H (0.56414, -4.90709, 1.51287)
C (-6.17976, -4.30048, -0.22051)
C (-6.45966, -3.40709, 1.01231)
C (-5.98418, -1.96459, 0.79981)
O (-7.22326, -1.39004, 0.34687)
C (-8.31314, -2.27632, 0.50265)
O (-9.45733, -2.03873, 0.04578)
O (-7.88548, -3.39006, 1.09664)
H (-5.23022, -4.63698, -0.63675)
H (-6.54904, -3.89246, -1.16138)
H (-6.58677, -5.29853, -0.05825)
H (-6.03686, -3.88287, 1.89717)
H (-5.04489, -1.58641, 0.39631)
H (-5.90085, -1.47806, 1.77164)
C (-0.04600, 3.61808, 1.42808)
C (-1.02148, 3.88358, 2.64335)
C (-0.30963, 4.68217, 3.76121)
O (-1.21353, 5.67873, 4.02065)
C (-2.40106, 5.52316, 3.37599)
O (-3.36764, 6.33736, 3.49127)
O (-2.24247, 4.59152, 2.38721)
H (0.66037, 2.85866, 1.76339)
H (0.43817, 4.53960, 1.10485)
H (-0.66956, 3.34064, 0.57820)
H (-1.12262, 2.86821, 3.02662)
H (0.67943, 4.97126, 3.40586)
H (-0.20240, 4.09193, 4.67128)
C (4.76405, 4.47356, 2.86993)
C (5.31511, 3.37638, 1.96768)
C (5.30394, 1.92576, 2.64684)
O (4.81432, 1.11992, 1.66496)
C (4.38708, 1.89011, 0.56252)
O (3.80075, 1.46935, -0.40129)
O (4.54098, 3.22103, 0.82494)
H (3.68583, 4.44998, 2.71182)
H (5.01957, 5.43735, 2.42958)
H (5.09231, 4.41317, 3.90757)
H (6.31174, 3.66327, 1.63225)
H (4.77533, 1.99156, 3.59781)
H (6.35758, 1.73509, 2.85078)

---

Record 2
ORCA calculation (ωB97M-V with the def2-TZVPD basis set) on a 5-piece molecular cluster, C44H68ClN4O6PS6 overall at a distorted geometry.

The largest force on an atom comes out at 0.030 Eh/bohr. Its HOMO energy is -7.6 eV. For the orbital gap, the calculation gives 8.05 eV. The electronic energy comes out at -5578.46350 a.u.

Atoms and positions in Å:
N (-6.34877, 0.30360, 2.62482)
C (-6.34561, -1.14216, 2.38954)
C (-5.23317, -1.85429, 3.16129)
C (-3.88799, -1.90274, 2.44266)
C (-3.30132, -0.54824, 2.01875)
C (-3.14194, 0.50431, 3.11547)
N (-1.81961, 0.52261, 3.83752)
C (-0.95322, 1.58616, 3.46771)
C (0.08590, 1.41384, 2.55622)
C (0.92413, 2.46472, 2.20956)
C (0.73258, 3.71443, 2.77683)
C (-0.28950, 3.89589, 3.69834)
C (-1.14186, 2.84939, 4.04699)
P (-2.50681, 3.06334, 5.26141)
N (-2.06433, 4.60991, 5.83002)
O (-3.75947, 3.37277, 4.22465)
S (0.36557, -0.15221, 1.80287)
C (-0.21600, -1.20910, 3.09955)
C (0.35172, -2.49053, 3.21378)
C (1.42992, -2.90418, 2.25451)
C (0.90677, -3.26905, 0.86351)
C (2.04486, -3.73016, -0.06459)
N (1.88756, -3.27630, -1.44608)
C (2.89632, -2.32312, -1.92613)
C (2.26620, -1.04922, -2.43514)
C (2.24382, 0.09482, -1.63640)
C (1.62280, 1.25903, -2.06402)
C (1.00574, 1.28989, -3.31051)
C (1.02979, 0.16477, -4.12326)
C (1.65655, -0.99889, -3.69155)
O (1.63702, -2.11564, -4.49652)
C (-0.13995, -3.34013, 4.21286)
S (0.47050, -4.99899, 4.32623)
C (-1.13189, -2.86648, 5.08027)
Cl (-1.75628, -3.93625, 6.29407)
C (-1.65856, -1.58518, 5.00132)
C (-2.64377, -1.07088, 6.02444)
C (-1.93486, -0.79796, 7.36319)
C (-0.85408, 0.29343, 7.22085)
C (0.54657, -0.25085, 7.36608)
C (1.44134, -0.21117, 6.29890)
C (2.71747, -0.74777, 6.41863)
C (3.12177, -1.32622, 7.61141)
C (2.23787, -1.37095, 8.68484)
C (0.96483, -0.83820, 8.56044)
C (-1.21366, -0.76002, 3.96365)
H (-6.80098, 0.81298, 1.88147)
H (-6.77436, 0.53934, 3.50883)
H (-6.22398, -1.31135, 1.31780)
H (-7.29513, -1.59433, 2.69396)
H (-5.58356, -2.86768, 3.37302)
H (-5.14051, -1.37148, 4.13994)
H (-3.15631, -2.46562, 3.03022)
H (-4.04459, -2.48287, 1.52621)
H (-2.35749, -0.69762, 1.49708)
H (-3.98521, -0.12174, 1.28121)
H (-3.92844, 0.42043, 3.86214)
H (-3.25975, 1.49002, 2.67375)
H (1.73085, 2.30160, 1.50675)
H (1.37923, 4.54045, 2.51465)
H (-0.41709, 4.85454, 4.17789)
H (-2.19846, 5.37975, 5.18181)
H (-2.57157, 4.83018, 6.67771)
H (-3.64665, 4.18512, 3.71651)
H (2.01852, -3.72991, 2.64726)
H (2.11610, -2.05976, 2.14129)
H (0.39578, -2.41635, 0.41310)
H (0.16748, -4.06834, 0.96056)
H (2.99128, -3.37195, 0.34873)
H (2.08605, -4.82236, -0.03045)
H (0.97700, -2.85007, -1.54145)
H (3.56372, -2.04214, -1.10866)
H (3.48113, -2.77100, -2.73147)
H (2.71819, 0.06694, -0.66186)
H (1.60040, 2.13739, -1.43198)
H (0.50306, 2.18294, -3.65890)
H (0.56211, 0.15908, -5.09899)
H (2.37466, -2.03108, -5.12024)
H (0.93168, -4.91806, 5.57911)
H (-3.46555, -1.77723, 6.15564)
H (-3.06900, -0.13916, 5.65987)
H (-2.69401, -0.52251, 8.09653)
H (-1.47572, -1.72191, 7.70162)
H (-1.00257, 1.06829, 7.97430)
H (-0.94177, 0.75803, 6.24113)
H (1.13665, 0.23247, 5.35765)
H (3.39458, -0.70434, 5.57490)
H (4.11734, -1.73572, 7.71772)
H (2.53373, -1.81651, 9.62541)
H (0.27004, -0.87913, 9.39156)
C (-6.45059, -5.80537, 5.64343)
S (-5.92478, -4.17393, 5.10671)
O (-7.00881, -3.63736, 4.24121)
C (-4.61514, -4.74717, 4.01927)
H (-7.30230, -5.67394, 6.30724)
H (-6.74421, -6.39348, 4.77420)
H (-5.63495, -6.28867, 6.18125)
H (-5.03911, -5.41037, 3.26496)
H (-3.85474, -5.25996, 4.60799)
H (-4.17546, -3.87270, 3.54229)
C (2.02307, -0.16111, -9.02766)
S (3.44083, -0.06698, -7.93822)
O (3.11953, -0.89876, -6.74462)
C (3.20317, 1.63972, -7.46586)
H (1.96623, -1.18000, -9.40585)
H (1.12210, 0.07866, -8.46356)
H (2.15921, 0.54693, -9.84492)
H (2.21346, 1.76020, -7.02572)
H (3.29966, 2.26524, -8.35184)
H (3.96757, 1.88914, -6.73130)
C (1.12494, 3.78097, -12.43393)
S (2.53047, 3.87406, -11.32260)
O (2.19234, 3.04854, -10.12269)
C (2.31673, 5.58692, -10.85569)
H (1.06497, 2.76107, -12.80774)
H (0.21411, 4.03134, -11.89033)
H (1.28129, 4.46856, -13.26445)
H (1.32669, 5.71786, -10.41828)
H (2.44234, 6.21356, -11.73751)
H (3.09225, 5.82659, -10.13233)
C (6.31645, 3.50642, -10.16895)
S (6.84134, 5.18700, -10.51270)
O (5.64502, 5.91872, -11.01247)
C (7.84232, 4.78418, -11.94739)
H (5.63215, 3.53682, -9.32286)
H (5.80399, 3.09384, -11.03834)
H (7.18511, 2.90090, -9.91053)
H (7.22074, 4.29178, -12.69499)
H (8.66516, 4.13830, -11.64198)
H (8.23503, 5.71711, -12.34550)

---

Record 3
ORCA calculation (ωB97M-V with the def2-TZVPD basis set) on C44H69BN12OPRbS4 as an isolated structure.

The largest force on an atom comes out at 0.010 Eh/bohr. The energy above the lowest of the compared OMol25 structures with the same formula, charge and spin is 12.7 kcal per mole. Its charge is -2. Its HOMO energy is -2.1 eV. For the orbital gap, the calculation gives 5.87 eV. The electronic energy comes out at -4433.68213 a.u.

Atoms and positions in Å:
Rb (-0.59485, 2.77470, 0.17687)
C (1.34939, -3.79943, 3.64472)
C (2.41653, -4.42737, 2.75212)
C (1.74780, -5.58647, 1.99889)
C (3.57218, -4.94225, 3.61134)
N (2.96647, -3.48906, 1.75070)
C (3.58964, -3.95725, 0.59529)
C (3.90819, -2.88496, -0.14686)
N (3.53034, -1.75550, 0.53914)
B (3.38853, -0.34142, -0.10268)
N (3.74182, -0.47469, -1.61547)
C (4.77206, 0.18681, -2.24354)
C (4.59498, 0.08274, -3.57214)
N (3.43998, -0.66826, -3.77422)
C (2.91284, -0.99403, -2.55195)
S (1.55798, -1.94412, -2.22237)
C (2.76154, -0.85938, -5.07473)
C (1.42848, -0.11247, -5.06398)
C (3.63089, -0.28770, -6.19597)
C (2.56714, -2.35313, -5.33051)
N (4.42807, 0.61673, 0.54856)
C (5.35339, 0.24054, 1.49335)
C (5.89625, 1.35098, 2.02300)
N (5.29470, 2.43668, 1.39637)
C (4.38991, 1.96803, 0.48100)
S (3.46163, 2.87650, -0.60232)
C (5.46655, 3.85423, 1.78820)
C (6.49261, 3.95261, 2.91860)
C (5.98809, 4.65490, 0.59584)
C (4.13418, 4.40509, 2.29359)
C (2.97816, -2.11698, 1.72838)
S (2.55342, -1.02821, 2.94561)
H (0.90660, -4.60745, 4.23114)
H (0.56829, -3.32294, 3.05456)
H (1.75675, -3.04596, 4.30990)
H (1.21995, -6.21588, 2.71551)
H (2.46255, -6.21669, 1.47135)
H (1.02790, -5.20141, 1.27680)
H (3.20507, -5.66528, 4.34207)
H (4.03319, -4.11001, 4.14345)
H (4.33268, -5.42570, 2.99530)
H (3.70853, -4.99970, 0.37948)
H (4.34531, -2.83215, -1.12660)
H (2.27806, 0.06898, 0.03668)
H (5.53648, 0.70035, -1.69096)
H (5.19147, 0.47158, -4.37109)
H (1.59573, 0.94744, -4.86768)
H (0.76908, -0.50364, -4.29318)
H (0.94306, -0.21737, -6.03619)
H (3.75184, 0.79167, -6.10804)
H (3.13144, -0.49251, -7.14318)
H (4.61516, -0.75806, -6.22430)
H (1.94973, -2.80040, -4.55277)
H (3.53382, -2.86091, -5.34825)
H (2.08475, -2.48758, -6.30008)
H (5.52198, -0.79127, 1.73733)
H (6.63307, 1.44981, 2.79306)
H (7.46377, 3.55366, 2.62176)
H (6.15558, 3.44115, 3.82030)
H (6.62135, 5.00783, 3.15967)
H (6.94320, 4.24676, 0.25847)
H (6.13934, 5.69100, 0.90166)
H (5.28014, 4.62246, -0.23043)
H (3.78302, 3.81178, 3.13923)
H (3.37799, 4.37884, 1.51265)
H (4.26489, 5.43772, 2.62019)
N (-2.47262, 1.44695, -1.24603)
P (-3.65529, 0.54248, -1.01091)
N (-4.94844, 0.53529, -2.19030)
C (-5.36009, 1.91549, -2.47690)
C (-4.56464, 2.53303, -3.62107)
C (-4.85829, 1.79782, -4.93497)
C (-5.30291, 0.36271, -4.64364)
C (-4.60069, -0.20139, -3.41609)
N (-3.34266, -1.13246, -0.91648)
C (-1.91458, -1.48537, -0.93657)
C (-1.73023, -2.92515, -0.48163)
C (-2.37630, -3.89184, -1.48067)
C (-3.65098, -3.27732, -2.08505)
C (-4.25122, -2.24414, -1.13223)
N (-4.54093, 0.83935, 0.44194)
C (-5.51341, -0.05002, 1.03117)
C (-6.91170, 0.56652, 1.08072)
C (-6.86236, 1.87459, 1.86640)
C (-5.83286, 2.81449, 1.24521)
C (-4.47111, 2.12158, 1.11922)
H (-5.19432, 2.50859, -1.58349)
H (-6.43821, 1.94716, -2.69042)
H (-3.51291, 2.44270, -3.33892)
H (-4.79323, 3.59826, -3.70846)
H (-3.96360, 1.78731, -5.56338)
H (-5.63746, 2.31259, -5.50625)
H (-5.10078, -0.28805, -5.49917)
H (-6.38396, 0.32867, -4.47329)
H (-3.51415, -0.19478, -3.59215)
H (-4.89866, -1.24678, -3.30666)
H (-1.36226, -0.80060, -0.29584)
H (-1.48377, -1.35391, -1.93611)
H (-2.17833, -3.04541, 0.50946)
H (-0.66424, -3.13248, -0.38019)
H (-2.60115, -4.84683, -0.99609)
H (-1.66149, -4.10456, -2.27948)
H (-4.39298, -4.05027, -2.30677)
H (-3.40745, -2.78326, -3.02729)
H (-4.47847, -2.76381, -0.18454)
H (-5.20299, -1.86028, -1.50321)
H (-5.22036, -0.27827, 2.07095)
H (-5.52879, -0.99426, 0.49720)
H (-7.61931, -0.13400, 1.53646)
H (-7.23633, 0.75854, 0.05287)
H (-6.57274, 1.65513, 2.90151)
H (-7.84904, 2.34734, 1.90382)
H (-5.72464, 3.72634, 1.83849)
H (-6.18794, 3.10904, 0.25692)
H (-4.09676, 1.96677, 2.14517)
H (-3.74490, 2.74710, 0.59917)
O (-0.91463, 7.82632, 1.63458)
C (-0.86974, 6.65674, 1.31779)
N (-0.82699, 5.51790, 1.01222)
S (-3.00424, -0.30650, 3.87696)
C (-2.03281, 0.19191, 2.50944)
N (-0.89074, 0.70604, 2.78685)
C (-0.70100, 0.76380, 4.15796)
C (0.44261, 1.26537, 4.77838)
C (0.50680, 1.25369, 6.15486)
C (-0.55053, 0.74477, 6.92130)
C (-1.68303, 0.23378, 6.31948)
C (-1.74836, 0.24880, 4.92770)
H (-2.42780, 0.08035, 1.50575)
H (1.24985, 1.64621, 4.16760)
H (1.38663, 1.64058, 6.65131)
H (-0.47708, 0.74836, 8.00136)
H (-2.49707, -0.16274, 6.91146)